The following is a quantum chemistry calculation of C23H28BiCl3N7O3Si as an isolated structure, from the OMol25 dataset.

Cartesian coordinates (Å):
1 Bi -11.947 7.909 13.341
2 Cl -12.324 2.771 14.560
3 Cl -13.468 7.763 16.276
4 Cl -17.019 3.788 16.920
5 Si -10.569 9.851 16.220
6 O -14.400 8.163 13.564
7 O -11.787 5.670 15.099
8 O -10.458 8.135 11.645
9 N -11.476 10.191 11.357
10 N -9.556 3.942 15.697
11 N -8.729 6.029 15.068
12 N -9.553 4.743 13.496
13 N -9.297 4.906 14.763
14 N -8.592 6.682 13.940
15 N -12.466 9.807 12.230
16 C -13.904 6.105 16.073
17 C -10.251 8.398 17.410
18 C -15.147 5.680 16.481
19 C -14.587 3.446 15.798
20 C -13.371 3.914 15.348
21 C -13.208 12.077 11.828
22 C -9.320 11.068 9.877
23 C -10.529 9.332 14.412
24 C -12.922 5.261 15.471
25 C -13.387 10.722 12.455
26 C -8.719 8.763 9.540
27 C -12.142 10.833 16.673
28 C -16.392 9.223 14.270
29 C -9.122 11.091 16.453
30 C -9.513 9.722 10.159
31 C -15.473 4.342 16.360
32 C -7.762 9.149 8.616
33 C -7.588 10.492 8.316
34 C -14.546 10.495 13.205
35 C -15.006 9.262 13.662
36 C -10.552 9.319 11.129
37 C -9.105 5.891 12.997
38 C -8.361 11.448 8.955
39 H -13.958 12.774 12.200
40 H -6.845 10.792 7.582
41 H -13.052 10.291 16.398
42 H -11.120 8.188 18.037
43 H -10.304 3.381 15.331
44 H -9.873 4.410 16.535
45 H -9.076 11.456 17.491
46 H -9.931 11.797 10.391
47 H -12.183 11.035 17.751
48 H -15.852 6.388 16.897
49 H -10.546 10.229 13.777
50 H -16.548 8.254 14.738
51 H -9.571 8.819 14.223
52 H -7.150 8.403 8.129
53 H -12.207 12.455 12.031
54 H -8.872 7.720 9.789
55 H -15.198 11.343 13.361
56 H -9.392 8.606 18.054
57 H -12.171 11.797 16.150
58 H -16.523 10.020 15.009
59 H -13.294 11.992 10.741
60 H -8.160 10.610 16.220
61 H -14.838 2.396 15.700
62 H -8.211 12.498 8.734
63 H -9.165 6.158 11.954
64 H -10.019 7.495 16.827
65 H -9.235 11.959 15.790
66 H -17.134 9.366 13.473

Frontier orbital gap ... 7.422 eV
Energy above the lowest of the compared OMol25 structures with the same formula, charge and spin ... 0.000 eV
Maximum force ... 0.987 eV Å⁻¹
Charge ... -1
Lowest unoccupied orbital energy ... 2.68 eV

Atomic partial charges in e from the natural (NBO) method, atoms 1 to 8:
1 Bi 1.809
2 Cl -0.026
3 Cl 0.008
4 Cl -0.042
5 Si 1.649
6 O -0.732
7 O -0.812
8 O -0.828